{
  "formula": "C24H71AsF6N13O9",
  "method": "ωB97M-V with the def2-TZVPD basis set",
  "charge": -1,
  "total_energy_ha": -5181.13620,
  "symbols": ["H", "H", "H", "N", "H", "C", "H", "H", "H", "C", "C", "F", "F", "H", "H", "N", "H", "C", "H", "H", "H", "C", "H", "N", "H", "H", "H", "H", "H", "H", "N", "O", "O", "H", "N", "H", "H", "H", "C", "O", "H", "H", "N", "H", "H", "H", "O", "O", "F", "C", "H", "O", "H", "C", "H", "C", "H", "H", "N", "C", "H", "H", "H", "H", "C", "C", "F", "H", "H", "F", "H", "H", "O", "N", "F", "H", "H", "H", "H", "H", "N", "H", "H", "H", "H", "H", "H", "N", "N", "O", "H", "C", "H", "C", "C", "C", "C", "H", "H", "H", "H", "H", "N", "C", "H", "H", "H", "H", "As", "H", "H", "H", "H", "H", "C", "C", "C", "C", "C", "O", "H", "H", "N", "C"],
  "coordinates": [[-1.355781, 3.909962, 4.693441], [-5.213001, 3.567902, -3.209299], [-4.751011, 2.319842, -3.878819], [8.170189, 0.666002, 0.969161], [-7.145141, 0.799422, -2.094449], [4.058799, 1.524232, -2.189869], [4.076619, 1.195092, 5.841941], [9.133039, -0.959338, 0.309191], [4.278079, -1.189158, -0.800359], [-3.323721, 3.174702, 5.307391], [-5.351491, 1.904822, -2.121629], [1.354429, -0.466788, 1.128431], [-0.775921, 0.674582, 1.690061], [-1.512571, -1.783328, -6.553099], [-3.676151, 4.098142, 5.766891], [-3.598201, 0.421382, 1.727851], [-1.595521, 4.184482, 6.851071], [8.195839, -0.817858, 0.847461], [-1.363271, 2.560472, 7.170191], [-5.760171, -0.221568, -1.631599], [-1.499191, -5.725568, -3.460589], [-6.102741, 0.562242, -2.307159], [-4.573461, 4.974002, 3.378781], [4.191739, 2.425012, -1.238169], [2.816419, -0.025178, -2.688629], [-1.093971, 1.241892, -2.932659], [-3.645441, 2.425712, 6.031001], [-4.068041, 3.963292, 2.101741], [-6.029421, 0.075912, -3.279889], [-0.236481, 1.905922, 4.574341], [-1.248761, 3.304492, 6.496831], [1.185849, -3.824078, 4.836311], [-4.755591, -1.292858, 2.748101], [0.197259, 0.044702, -2.985329], [0.128659, -2.885468, 3.051611], [7.222029, 0.935152, 1.189741], [-2.610801, -2.203258, 3.024781], [-3.580851, -1.810818, -7.407989], [-2.071281, -3.839238, -3.128039], [-3.902361, 2.997492, 4.040801], [-4.500351, 0.831882, 1.533661], [-2.676531, 0.766422, 1.500741], [-3.161071, -0.892458, -7.430259], [-2.948931, 4.687452, 3.151141], [8.343619, -2.587118, 2.228731], [-3.762841, -0.210028, -6.991809], [-0.891001, -0.063258, -4.591299], [5.790779, -1.035288, 0.756041], [0.358639, 2.993532, 1.679271], [-1.888711, -0.772318, -6.709469], [-2.139621, -2.811178, -1.203299], [-0.134711, -2.951598, -1.964939], [3.729969, -1.572288, 0.801751], [8.248809, -1.502428, 2.178161], [-0.442801, -0.500828, -8.269169], [-1.780081, 3.082872, 5.262631], [-5.927621, 2.448902, -1.373199], [-0.034781, -1.575298, -0.577869], [2.212509, -2.745758, 3.166281], [-2.295861, 3.001092, -0.321379], [-2.655221, 0.642592, -5.134719], [2.284659, 1.069312, -1.435219], [-1.738421, -0.857488, 2.261961], [3.360209, 1.645622, 4.251631], [-0.939751, 0.079322, -7.491629], [-3.945271, 1.872762, -1.531579], [2.558489, 1.882202, 1.012451], [3.462889, 0.538582, 2.681591], [-2.196231, 3.663312, 0.538641], [0.629909, 1.354322, -0.417849], [4.766199, -2.669068, -0.079229], [-0.084501, 0.316492, -6.858859], [5.461379, -0.458968, 4.795891], [2.891479, 0.864342, -2.216159], [1.420269, 1.082182, 3.029391], [-2.715311, -1.024268, -4.684929], [-3.241271, 1.688892, -2.343169], [1.463009, -2.218738, -1.181619], [-1.557541, -4.668458, -4.722849], [-1.449901, -0.463178, -2.590119], [4.341979, 0.145792, 2.986581], [8.536729, 0.672152, 1.910281], [3.413149, 2.449402, -0.595279], [-1.474441, -4.423718, -1.076349], [-0.705601, -3.317928, 3.421871], [-1.784881, 1.496412, 3.822431], [-1.794791, -2.963188, -3.714719], [-1.253261, -4.795508, -3.768189], [-5.577241, 2.644822, -3.397319], [4.911529, 1.420552, -3.075479], [7.386869, -1.263828, 2.801251], [-1.497181, -3.534198, -1.705899], [-3.998621, -4.621998, -2.461589], [1.159609, -3.190418, 3.802681], [6.972039, -1.248728, -0.021469], [-3.896031, 4.148022, 3.162111], [-0.856871, 0.213532, -3.205329], [6.958559, -0.740308, -0.985539], [0.525419, -3.318038, -0.107959], [9.072759, -1.077678, 2.751571], [4.540049, 3.344692, -1.468299], [-1.350911, 0.869762, 5.485471], [4.028639, 1.161302, 4.833651], [0.470969, -2.506418, -0.833489], [-1.969601, 2.035032, 0.063831], [-4.171231, -3.256108, -3.510919], [-3.609191, -4.876458, -4.197749], [7.239079, -2.272458, -0.283729], [0.897489, 1.247362, 1.372821], [-1.490601, 3.376912, -0.952579], [-1.377421, 0.943902, -7.990679], [3.147249, -3.035058, 3.416601], [0.083239, -2.276598, 2.247051], [1.907919, -2.436918, 2.254171], [-1.286701, 1.691412, 4.772121], [4.601759, -1.615978, 0.148931], [4.609789, 0.194802, 4.259121], [-2.104121, -0.294328, -5.215719], [-3.594941, -4.170158, -3.367669], [-3.601901, 3.088502, -0.842829], [-3.869491, 0.975522, -0.917309], [4.741159, -0.659778, 2.526361], [-2.573971, -1.262338, 2.659521], [-3.750001, -0.706258, 2.418711]],
  "forces_ev_per_angstrom": [[-0.2, -0.3, -1.0], [-0.4, 0.9, 0.2], [0.0, -0.5, -1.3], [0.1, -0.8, 1.3], [0.0, -0.4, -0.2], [1.8, -0.2, -3.6], [-0.3, 0.4, -0.4], [-0.1, -0.7, -0.3], [0.4, 0.6, 0.0], [0.8, 0.3, -0.3], [-1.6, 0.2, 0.4], [-0.2, 1.3, 0.1], [1.6, 0.7, -0.4], [0.5, 0.0, -0.3], [0.2, 0.6, 0.0], [-1.8, 1.1, -0.6], [0.2, 0.0, 0.6], [-1.2, 0.8, -1.9], [-0.2, 0.0, 0.1], [-0.1, 0.1, 0.5], [0.0, -0.4, -0.2], [0.5, -0.1, 0.7], [-0.7, -0.4, 0.8], [-0.7, 1.9, 2.7], [0.1, 0.3, 0.1], [-0.2, 0.2, -0.3], [-0.4, -0.6, -0.5], [-0.2, -1.1, 0.2], [0.1, 0.6, -0.3], [0.1, -0.6, -0.1], [1.6, 1.0, 3.6], [-0.8, -0.4, 0.7], [-1.9, 0.4, 0.1], [-0.1, 0.1, 0.5], [-5.2, -0.6, -0.1], [-0.6, 0.1, -0.3], [0.3, 0.4, -0.1], [0.0, 0.1, 0.3], [-0.2, 1.4, 0.7], [-0.9, 0.6, -1.5], [0.6, 0.8, -0.3], [-0.7, 0.4, 0.0], [0.1, 0.5, 0.3], [0.6, -0.4, 0.3], [0.1, -0.1, -0.5], [-0.7, -0.1, -0.3], [0.8, -0.5, 0.0], [-0.8, -0.9, -1.3], [0.5, -2.8, -0.6], [-0.7, -0.4, 1.3], [0.1, 0.4, 0.1], [-3.5, -2.3, -1.5], [0.4, 0.3, 0.4], [-0.2, 0.1, 1.3], [-0.4, -0.2, -0.3], [-1.5, -1.4, -1.8], [-0.1, 0.0, 0.2], [0.0, 0.0, 1.2], [3.0, 1.1, -1.3], [0.9, 0.9, 1.0], [-0.6, 0.4, -0.6], [-0.3, -0.6, -0.3], [-0.1, -0.5, 0.4], [-0.2, 0.4, 1.1], [1.5, -0.3, -0.1], [-0.1, -0.2, -1.0], [-1.6, -0.9, 0.4], [0.3, -0.4, -0.4], [-0.5, 0.1, 0.2], [-0.3, 0.0, 2.0], [0.2, -0.2, 0.2], [-0.2, 0.6, 0.2], [1.9, -2.4, 1.3], [-1.1, -0.8, 0.7], [-0.6, 0.1, -0.6], [0.0, -0.5, 0.1], [0.4, 0.2, -0.3], [0.3, 0.0, 0.5], [0.6, -0.9, -0.5], [-0.2, -0.2, -0.1], [-0.7, -1.2, -3.6], [0.7, 1.3, 0.3], [0.3, 0.3, 0.2], [0.5, -0.2, 0.0], [-0.3, 0.5, -0.5], [0.1, -0.5, 0.2], [-0.5, 0.7, 0.3], [0.8, -1.1, -0.7], [1.7, -0.1, 0.9], [-0.2, -0.6, 0.1], [-0.3, 0.1, -0.2], [0.7, 0.8, -1.7], [-0.2, -0.4, -0.1], [1.7, -0.9, 1.1], [1.5, 0.0, 0.7], [0.8, 0.5, 0.4], [0.8, -0.3, -0.2], [-0.2, 0.6, 0.1], [0.1, 0.4, 0.7], [0.4, -0.1, 0.0], [0.4, -0.5, -0.2], [-0.4, 0.2, 0.1], [-3.1, 4.3, 3.0], [0.6, 0.9, -0.1], [-0.4, -0.3, -0.4], [-0.1, -0.1, -0.4], [-0.5, 0.3, 0.0], [-1.0, -0.7, 0.2], [0.6, 1.6, -0.7], [-0.2, -0.2, -0.8], [-0.1, 0.1, 0.4], [-0.2, 0.3, -0.2], [0.1, -0.2, 0.4], [1.7, 0.2, -0.1], [0.2, 2.0, -0.9], [0.6, -0.3, -0.1], [2.4, -1.4, -0.5], [-0.4, 0.6, -0.7], [1.2, 0.7, 1.6], [-0.3, -1.3, -0.4], [0.1, 0.2, 0.6], [-0.2, 0.4, -0.4], [2.4, -1.5, 0.8], [0.7, -1.1, -0.2]]
}